{
  "formula": "C31H57IrN2O2P2S",
  "method": "wB97M-V/def2-TZVPD",
  "elements": ["C", "C", "C", "C", "C", "H", "H", "H", "N", "P", "P", "C", "H", "H", "C", "H", "C", "C", "C", "C", "C", "H", "H", "H", "C", "H", "H", "H", "C", "H", "H", "H", "C", "H", "H", "H", "C", "H", "H", "H", "C", "H", "H", "H", "C", "H", "H", "H", "C", "H", "H", "H", "C", "H", "H", "H", "C", "H", "H", "H", "C", "H", "H", "H", "C", "H", "H", "H", "Ir", "C", "O", "N", "C", "C", "C", "C", "C", "H", "H", "H", "H", "H", "H", "H", "H", "H", "C", "S", "C", "O", "H", "H", "H", "H", "H", "H"],
  "positions_angstrom": [[-0.57802, 0.85444, -2.82159], [-1.42565, -1.28889, -2.34352], [-0.97732, 0.75416, -4.14648], [-1.65451, -1.48825, -3.73211], [-1.45583, -0.46169, -4.62245], [-0.89904, 1.65359, -4.75332], [-2.11561, -2.42338, -4.04136], [-1.67990, -0.58062, -5.67727], [-0.77201, -0.13528, -1.93560], [1.14509, 1.84661, -0.87985], [-1.97122, -1.82137, 0.33115], [0.04213, 2.15990, -2.33960], [0.58100, 2.70469, -3.13897], [-0.76567, 2.84210, -2.01319], [-1.99284, -2.16987, -1.40757], [-2.64213, -2.95668, -1.82160], [-1.38469, -3.46281, 1.18707], [-3.89557, -1.67498, 0.47841], [2.80013, 1.39505, -1.72072], [1.29182, 3.61309, -0.21761], [0.08665, -3.32949, 1.60312], [0.20697, -2.62286, 2.43251], [0.45590, -4.30426, 1.95971], [0.73636, -3.00475, 0.78081], [-2.20695, -3.72601, 2.46111], [-2.13934, -2.89252, 3.17211], [-3.26119, -3.93993, 2.25309], [-1.78741, -4.61131, 2.96427], [-1.48302, -4.66478, 0.24484], [-1.10431, -5.54938, 0.78378], [-2.50444, -4.90266, -0.06762], [-0.86834, -4.50766, -0.64736], [-4.24006, -1.19133, 1.89723], [-3.81904, -0.19400, 2.08490], [-5.33421, -1.11598, 1.98817], [-3.89836, -1.87133, 2.68313], [-4.44375, -0.64026, -0.51787], [-3.99389, 0.34872, -0.38852], [-4.30625, -0.95927, -1.55815], [-5.52375, -0.54430, -0.32313], [-4.60312, -3.00162, 0.15166], [-4.68849, -3.15131, -0.93108], [-4.12543, -3.88145, 0.58361], [-5.62583, -2.95175, 0.55370], [2.56522, 3.74944, 0.63490], [2.51168, 4.69977, 1.18896], [2.66126, 2.94558, 1.37181], [3.48042, 3.78145, 0.03367], [0.05302, 3.93149, 0.63955], [-0.85754, 3.97461, 0.02825], [-0.11070, 3.20767, 1.44512], [0.19999, 4.92126, 1.10023], [1.32120, 4.67891, -1.33079], [0.37067, 4.71575, -1.87539], [1.46919, 5.65478, -0.84277], [2.13535, 4.53759, -2.04673], [2.56346, 0.29193, -2.77043], [2.02853, 0.69202, -3.64614], [3.53859, -0.08614, -3.12415], [2.00615, -0.56103, -2.36032], [3.76146, 0.91623, -0.62451], [3.36047, 0.07362, -0.04966], [4.69413, 0.57527, -1.09971], [4.02251, 1.72632, 0.06889], [3.48964, 2.56882, -2.45276], [2.86605, 2.99397, -3.25099], [3.82323, 3.36670, -1.77697], [4.39894, 2.17017, -2.93609], [-0.20406, 0.11893, 0.13064], [-1.64138, 1.20708, 0.52948], [-2.56078, 1.88042, 0.79640], [2.99176, -2.02106, -0.26588], [2.97962, -2.77667, -1.14613], [2.99264, -3.87611, -2.14607], [1.51680, -4.21399, -2.38941], [3.71437, -3.39814, -3.39739], [3.75541, -5.02385, -1.48382], [1.12227, -4.71146, -1.48731], [0.93665, -3.29373, -2.57243], [1.34502, -4.88466, -3.24354], [4.71266, -3.05066, -3.11654], [3.82967, -4.19828, -4.13220], [3.16774, -2.56433, -3.84544], [3.84120, -5.90627, -2.12558], [4.76620, -4.67207, -1.24230], [3.25061, -5.32754, -0.55862], [-0.44407, -0.40351, 3.28235], [0.84102, 0.01781, 2.07621], [1.40923, 1.50515, 2.92758], [1.95278, -0.94834, 2.24287], [-0.82435, 0.52040, 3.73685], [0.01777, -1.04690, 4.04241], [-1.26941, -0.91787, 2.76839], [2.49922, 1.55344, 2.84093], [0.94253, 2.40657, 2.52833], [1.14752, 1.41131, 3.99005]],
  "forces_ev_per_a": [[0.1, 0.5, 0.3], [-0.1, 0.2, -0.7], [0.0, 0.0, -0.2], [-0.4, -0.3, 0.6], [0.2, 0.5, -0.4], [0.0, -0.4, -0.1], [0.2, 0.1, 0.0], [-0.1, 0.0, 0.1], [-0.3, -0.3, -1.1], [1.3, 3.1, -2.4], [-3.1, -2.9, -0.3], [-0.4, -0.5, 0.4], [-0.2, -0.5, 0.4], [0.2, -0.3, -0.1], [0.9, 0.6, -0.9], [0.5, 0.2, 0.5], [0.8, -0.7, 1.4], [-0.4, 0.7, 0.5], [1.2, -0.7, -0.1], [0.0, 0.4, 0.6], [0.2, 0.3, 0.0], [0.0, -0.4, -0.3], [-0.2, 0.3, -0.1], [0.0, -0.1, 0.1], [-0.3, 0.3, 0.0], [0.0, -0.3, -0.1], [0.3, 0.1, 0.2], [0.0, 0.2, -0.2], [-0.4, 0.1, -0.8], [0.0, 0.4, -0.1], [0.2, 0.1, 0.0], [-0.1, -0.2, 0.1], [0.0, 0.0, 0.2], [-0.1, -0.2, 0.0], [0.3, 0.0, 0.0], [-0.1, 0.2, -0.2], [0.3, 0.1, -0.1], [-0.2, -0.1, -0.1], [-0.1, 0.1, 0.2], [0.4, 0.0, -0.1], [0.2, -0.5, -0.1], [0.0, 0.0, 0.2], [-0.3, 0.1, -0.1], [0.3, 0.1, -0.1], [0.1, 0.1, 0.3], [0.0, -0.3, -0.2], [0.1, 0.3, -0.3], [-0.3, 0.0, 0.2], [-0.1, 0.0, 0.0], [0.1, 0.1, 0.2], [-0.1, 0.3, -0.2], [-0.1, -0.3, -0.2], [0.0, -0.1, -0.3], [0.2, 0.2, 0.1], [-0.1, -0.3, -0.1], [-0.3, 0.2, 0.2], [-0.4, 0.0, 0.1], [0.2, -0.2, 0.2], [-0.3, 0.2, 0.2], [0.2, 0.1, -0.1], [0.0, -0.1, 0.4], [0.2, 0.2, -0.2], [-0.3, 0.1, 0.1], [0.0, -0.2, -0.3], [-0.3, 0.4, 0.0], [0.2, -0.1, 0.2], [-0.1, -0.3, -0.3], [-0.4, -0.1, 0.2], [1.4, -2.0, -1.1], [-5.7, 4.8, 1.5], [3.4, -2.5, -0.9], [-0.4, -0.8, -1.2], [0.2, 0.3, 1.0], [-0.2, 0.1, 0.1], [-0.5, -0.2, 0.1], [0.2, 0.3, -0.1], [0.2, -0.2, 0.4], [0.0, 0.2, -0.4], [0.1, -0.2, 0.0], [0.3, 0.1, 0.2], [-0.1, 0.0, -0.2], [-0.1, 0.0, 0.1], [0.1, -0.1, -0.2], [-0.1, 0.3, -0.1], [-0.2, -0.3, 0.0], [0.2, 0.0, -0.1], [-1.1, 0.1, -0.1], [3.6, -1.1, 4.0], [-0.1, 0.6, 0.2], [-1.1, 0.8, -0.5], [0.0, -0.2, -0.2], [0.1, 0.2, -0.3], [0.2, 0.0, 0.4], [-0.2, -0.2, -0.2], [0.2, -0.3, 0.2], [0.1, -0.2, -0.3]],
  "e_lumo_ha": [-0.3081, -0.5090],
  "charge": 3,
  "multiplicity": 6,
  "relative_energy_kj_mol": 0.0,
  "homo_lumo_gap_ev": [7.2, 4.4],
  "e_tot_ev": -72366.59159
}